1.
Computed, not measured: a structure of composition C45H47F6N6O7PY at a distorted geometry, with ωB97M-V/def2-TZVPD.

LUMO level (alpha / beta) = 3.64 / 3.64 eV
Kohn-Sham gap (alpha / beta) = 6.0 / 5.8 eV
⟨S²⟩ = 0.7939

The geometry in ORCA input format:
```
! wB97M-V def2-TZVPD RIJCOSX def2/J DEFGRID3
* xyz -2 2
Y -0.15127 0.27170 -1.03240
C -1.69531 4.14899 1.53101
C -0.76805 5.18745 1.02110
C 0.22410 4.86986 0.20286
C 0.38212 3.49408 -0.31837
N -0.53966 2.61763 -0.18553
C -1.56092 2.77228 0.82619
C 1.63507 3.10772 -1.01774
C 2.73822 3.96235 -0.93355
C 3.93024 3.62648 -1.55604
C 3.97984 2.45185 -2.28902
C 2.87739 1.60186 -2.32662
C 1.67059 1.84627 -1.64731
H -2.71902 4.52805 1.53729
H -0.91475 6.22058 1.32108
H 0.87224 5.63788 -0.19077
H -2.50728 2.38930 0.43467
H 2.68908 4.88513 -0.37010
H 4.79268 4.28024 -1.48170
H 4.88439 2.18044 -2.82727
H 2.98482 0.69497 -2.91162
O -0.62946 -4.03046 -2.59607
C -1.01098 -3.21232 -1.74380
O -1.32298 -2.00215 -1.89599
C -1.15236 -3.72340 -0.31713
C -1.73849 -4.93274 -0.07870
C -1.87889 -5.41959 1.23433
C -1.34822 -4.72959 2.30524
C -0.68814 -3.54581 2.04878
C -0.62470 -2.91212 0.75581
O -0.13282 -1.77321 0.59000
N 0.00898 -2.95397 3.18082
O -0.49634 -3.03043 4.28987
O 1.10569 -2.45588 2.98168
N -2.53303 -6.68158 1.47718
O -2.59545 -7.10485 2.62743
O -3.01286 -7.28443 0.52858
H -2.07642 -5.52147 -0.91984
H -1.41380 -5.11542 3.31004
F -0.98998 2.46251 -3.03110
P -1.92070 3.73130 -3.48755
F -2.84826 4.98038 -3.94126
F -2.88939 2.71580 -4.30625
F -1.00595 3.90664 -4.80603
F -2.83804 3.52586 -2.16282
F -0.95407 4.74079 -2.67859
C 2.71358 0.52006 4.23684
C 2.72351 1.55926 3.10699
C 3.39985 0.97392 1.86900
C 1.32828 2.12262 2.92992
C 1.04753 3.29781 3.66430
C -0.13235 3.98155 3.65719
C -1.30043 3.49106 2.89217
C -1.11569 2.11705 2.18352
C -2.09588 1.11019 2.81559
C -1.71466 0.83900 4.27163
C -2.21568 -0.20834 2.08151
C 0.31050 1.52969 2.04988
N 0.55342 0.66858 1.14790
H 3.73155 0.17833 4.45515
H 2.11229 -0.34449 3.94510
H 2.28758 0.93413 5.15463
H 3.34319 2.40277 3.43818
H 2.86954 0.07895 1.55716
H 4.44495 0.73772 2.10971
H 3.38268 1.66086 1.01911
H 1.86366 3.70592 4.25886
H -0.21389 4.90230 4.22789
H -2.17821 3.47141 3.54977
H -3.07965 1.60591 2.80578
H -0.74899 0.32753 4.31738
H -2.45193 0.18895 4.75007
H -1.63416 1.75654 4.85936
H -1.31785 -0.80184 2.20979
H -2.31527 -0.06010 1.00614
H -3.08452 -0.77645 2.42998
C 3.81323 -2.83785 1.43227
N 3.32502 -2.93392 0.03436
C 2.20810 -3.92374 -0.06918
C 2.94072 -1.56202 -0.50876
C 2.62644 -1.64990 -1.97210
C 3.57161 -2.22471 -2.82735
C 3.30622 -2.32464 -4.18118
C 2.08788 -1.84706 -4.65616
C 1.17609 -1.27054 -3.78634
C 1.40317 -1.12600 -2.40487
H 4.06331 -3.83544 1.78922
H 3.00812 -2.41999 2.03264
H 4.68243 -2.18386 1.45888
H 4.07755 -3.26295 -0.56400
H 1.52934 -3.71936 0.75128
H 2.63283 -4.92167 0.03262
H 1.70490 -3.80973 -1.02769
H 3.79056 -0.91479 -0.27433
H 2.08281 -1.24780 0.08938
H 4.54091 -2.57097 -2.45921
H 4.03218 -2.76547 -4.85510
H 1.85451 -1.92776 -5.71304
H 0.23267 -0.93355 -4.21015
C -6.12767 -1.06303 -4.01767
C -4.91414 -0.59085 -3.26904
C -4.92609 -0.42707 -1.89054
C -3.77720 -0.01347 -1.24326
N -2.63500 0.25329 -1.87374
C -2.63174 0.11372 -3.19895
C -3.73010 -0.30453 -3.92602
H -6.98627 -1.16875 -3.35410
H -5.93867 -2.03301 -4.48211
H -6.39241 -0.36312 -4.81247
H -5.82071 -0.62771 -1.31345
H -3.78400 0.09719 -0.16730
H -1.71022 0.35309 -3.71181
H -3.64720 -0.39187 -5.00201
*
```

2.
Computed, not measured: a cluster of 2 separate species, C2H7BS3 in total at a distorted geometry, with ωB97M-V/def2-TZVPD.

LUMO level = -0.16 eV
Kohn-Sham gap = 8.5 eV
SMILES = CSBS.C=S

The geometry in ORCA input format:
```
! wB97M-V def2-TZVPD RIJCOSX def2/J DEFGRID3
* xyz 0 1
C -0.45519 2.40830 0.12449
S 0.00955 0.73106 -0.59470
B -1.31073 -0.31932 -0.18509
S -1.45138 -1.88929 -0.98543
H -1.26774 2.86360 -0.34012
H 0.47525 2.94421 -0.14195
H -0.57970 2.32315 1.22827
H -2.18600 -0.05545 0.49770
H -2.74530 -1.99680 -0.81767
C 2.33968 -1.73686 0.35313
S 3.14086 -1.57730 -1.00297
H 2.65378 -1.32777 1.34024
H 1.37691 -2.36753 0.52411
*
```

Per-record total energy, eV: -97340.8621; -35369.0857
Per-record ΔE to the lowest compared entry with this formula, charge and spin, kcal per mole: 98.2; 3.4